# 1
This record from the Open Molecules 2025 dataset describes C2F3LuNO5S2 as an isolated structure in a non-equilibrium geometry. The level of theory is ωB97M-V/def2-TZVPD.

XYZ file:
```
14
Properties=species:S:1:pos:R:3:lowdin_spin:R:1
Lu -0.628 1.228 -2.391 0.71
S 0.262 0.475 0.932 0.02
S -0.911 -1.597 -0.534 0.02
F -0.641 -0.224 3.297 0.00
F -0.860 1.879 2.868 0.00
F -2.196 0.447 1.963 0.00
O -0.333 1.411 -0.085 0.08
O 1.630 0.070 -2.858 0.07
O -0.537 -0.901 -1.991 0.08
O 1.524 0.925 1.523 0.00
O 1.822 -2.229 -2.808 0.00
N 0.351 -1.029 0.475 0.00
C -0.949 0.658 2.356 0.00
C 1.467 -1.113 -2.748 0.01
```

Total charge: 0
E_tot: -2838.63435 a.u.
2S+1: 2

# 2
This record from the Open Molecules 2025 dataset describes C2F3MgNO4S2Sm as an isolated structure in a non-equilibrium geometry. The level of theory is ωB97M-V/def2-TZVPD.

XYZ file:
```
14
Properties=species:S:1:pos:R:3:lowdin_spin:R:1
Sm -1.304 -1.905 -0.913 6.04
S 1.124 0.123 0.609 0.00
S -0.255 0.535 -1.863 0.13
Mg -2.387 1.783 -0.213 0.11
F 2.811 -0.624 -1.288 0.00
F 3.626 -0.649 0.707 0.00
F 3.315 1.230 -0.306 0.00
O -3.415 -1.193 -0.050 0.14
O 1.313 0.588 1.973 0.00
O -4.766 0.335 0.957 0.32
O 0.635 -1.296 0.455 -0.01
N 0.297 1.145 -0.259 0.00
C 2.845 0.009 -0.129 0.00
C -3.837 -0.080 0.318 0.25
```

Total charge: +1
E_tot: -2385.68193 a.u.
2S+1: 8

# 3
This record from the Open Molecules 2025 dataset describes an isolated molecule of C2F3NO2 in a non-equilibrium geometry. The level of theory is ωB97M-V/def2-TZVPD.

XYZ file:
```
8
Properties=species:S:1:pos:R:3:nbo_charge:R:1
F -1.514 -1.204 1.099 -0.28
F -0.648 -1.146 -0.814 -0.33
F 0.639 -1.591 0.809 -0.29
O -0.177 0.426 0.593 -0.38
O 0.217 2.170 -1.521 -0.41
N 1.116 0.752 0.131 -0.33
C -0.424 -0.919 0.468 1.16
C 0.792 1.511 -0.766 0.87
```

Total charge: 0
E_tot: -580.97076 a.u.
2S+1: 1
Structure (SMILES): O=C=NOC(F)(F)F

# 4
This record from the Open Molecules 2025 dataset describes C2F4INO2S2 as an isolated structure in a non-equilibrium geometry. The level of theory is ωB97M-V/def2-TZVPD.

XYZ file:
```
12
Properties=species:S:1:pos:R:3:nbo_charge:R:1
I -2.806 1.344 0.226 0.11
S 0.284 1.005 -0.364 1.40
S 2.986 1.612 0.798 1.56
F -2.641 -1.633 0.868 -0.34
F 0.045 -1.019 1.395 -0.30
F 0.456 -1.706 -0.660 -0.29
F -2.804 -1.120 -1.244 -0.33
O 0.594 0.808 -1.766 -0.92
O 3.320 2.793 0.110 -0.83
N 1.661 0.875 0.556 -1.10
C -0.148 -0.820 0.112 0.54
C -2.241 -0.738 -0.090 0.51
```

Total charge: 0
E_tot: -1774.82080 a.u.
2S+1: 1

# 5
This record from the Open Molecules 2025 dataset describes C2F6KNO4S2 as an isolated structure in a non-equilibrium geometry. The level of theory is ωB97M-V/def2-TZVPD.

XYZ file:
```
16
Properties=species:S:1:pos:R:3:nbo_charge:R:1
K 2.927 -1.283 2.715 0.99
S 1.044 0.466 -0.200 2.27
S -1.119 -0.521 -1.373 2.24
F 1.088 3.084 0.012 -0.29
F -3.265 -1.023 0.057 -0.31
F 0.592 2.024 1.846 -0.32
F -1.418 -1.612 1.009 -0.33
F -2.196 -2.788 -0.643 -0.31
F 2.624 1.997 1.092 -0.34
O -0.166 -1.440 -1.912 -0.93
O 1.351 -0.529 0.814 -1.07
O 1.888 0.528 -1.318 -0.91
O -2.122 0.010 -2.241 -0.91
N -0.507 0.619 -0.418 -1.20
C 1.331 2.011 0.731 0.71
C -2.055 -1.544 -0.169 0.70
```

Total charge: 0
E_tot: -2427.44059 a.u.
2S+1: 1

# 6
This record from the Open Molecules 2025 dataset describes C2FLi3O6V as an isolated structure in a non-equilibrium geometry. The level of theory is ωB97M-V/def2-TZVPD.

XYZ file:
```
13
Properties=species:S:1:pos:R:3:lowdin_spin:R:1
V -0.429 -0.126 1.710 2.96
F 1.866 -1.946 -0.787 0.00
O 1.345 0.766 0.354 -0.03
O -0.949 -1.823 0.399 0.03
O 2.061 2.838 0.800 0.00
O -0.691 -1.436 -1.656 0.00
O 0.189 2.064 1.687 0.01
O -1.429 0.174 -0.296 0.01
C -1.306 -1.095 -0.603 0.01
C 1.165 2.003 0.793 0.00
Li 0.689 0.015 -1.459 0.00
Li 0.276 -2.966 -0.642 0.00
Li -2.787 1.531 -0.300 0.00
```

Total charge: 0
E_tot: -1594.28821 a.u.
2S+1: 4

# 7
This record from the Open Molecules 2025 dataset describes a 2-piece molecular cluster, C2FN3 overall in a non-equilibrium geometry. The level of theory is ωB97M-V/def2-TZVPD.

XYZ file:
```
6
Properties=species:S:1:pos:R:3:nbo_charge:R:1
F -1.906 1.244 0.051 -0.22
N 2.768 0.511 0.206 -0.47
N -1.242 -1.009 0.574 -0.14
N -0.496 -0.683 -0.691 -0.09
C 1.725 0.166 -0.086 0.23
C -1.423 0.061 -0.045 0.68
```

Total charge: 0
E_tot: -340.07998 a.u.
2S+1: 1

# 8
This record from the Open Molecules 2025 dataset describes a 3-piece molecular cluster, C2FNO5 overall in a non-equilibrium geometry. The level of theory is ωB97M-V/def2-TZVPD.

XYZ file:
```
9
Properties=species:S:1:pos:R:3:nbo_charge:R:1
F -2.551 -2.038 0.299 -0.25
O 1.772 2.840 0.374 -0.50
O -2.574 -0.371 -0.985 -0.22
O 1.978 0.183 -0.862 -0.53
O 1.420 -1.742 0.291 -0.50
O 0.428 1.174 1.068 -0.53
N -3.229 -1.317 -0.662 0.47
C 1.084 2.033 0.753 1.03
C 1.672 -0.761 -0.275 1.03
```

Total charge: 0
E_tot: -606.99795 a.u.
2S+1: 1
Structure (SMILES): O=C=O.O=C=O.O=NF